No. 1
Molecular formula: C28H20BrIrO4PS
Method: DFT, ωB97M-V/def2-TZVPD

```
56
Properties=species:S:1:pos:R:3:forces:R:3
Ir 0.0366 -0.0967 1.3977 0.494 0.182 -0.091
C 7.5557 0.5823 -1.1328 0.112 0.013 -0.014
C 6.9145 1.5504 -0.3486 -0.077 0.008 0.024
C 5.5594 1.4950 -0.1213 0.082 0.025 0.001
C 4.7636 0.4710 -0.7150 -0.160 -0.019 0.117
C 5.4323 -0.5262 -1.4806 0.106 -0.035 -0.023
C 6.7948 -0.4544 -1.6790 -0.113 -0.031 -0.001
P 3.1432 0.2023 -0.1316 -0.099 0.001 -0.381
C 3.0332 -0.5829 1.4540 0.100 -0.246 0.183
C 3.2163 -1.9813 1.5605 -0.042 0.092 0.014
C 3.5022 -2.5568 2.7809 0.009 0.004 0.065
C 3.6373 -1.7744 3.9282 -0.011 -0.008 -0.066
C 3.4756 -0.3950 3.8329 0.008 -0.001 0.036
C 3.1807 0.1992 2.6206 -0.041 -0.003 -0.095
C 2.1836 1.7009 -0.0487 0.031 0.021 -0.002
C 2.6394 2.8690 -0.6646 0.005 0.032 -0.039
C 1.8755 4.0208 -0.6151 0.031 -0.043 0.000
C 0.6417 3.9881 0.0263 0.007 -0.007 -0.006
C 0.1722 2.8073 0.5795 -0.035 0.021 -0.004
C 0.9184 1.6204 0.5552 -0.198 0.172 0.073
H 8.6236 0.6299 -1.3017 -0.007 0.002 0.003
H 7.4942 2.3513 0.0960 -0.015 0.008 0.010
H 5.0932 2.2325 0.5217 0.020 0.019 -0.002
H 4.8568 -1.3249 -1.9280 0.012 -0.007 -0.013
H 7.2789 -1.2134 -2.2831 -0.010 -0.005 -0.004
H 3.0977 -2.6021 0.6827 0.006 0.005 -0.005
H 3.6131 -3.6325 2.8469 0.000 0.002 -0.002
H 3.8615 -2.2349 4.8817 -0.003 0.001 -0.001
H 3.5694 0.2225 4.7190 0.002 0.004 -0.010
H 3.0499 1.2737 2.5581 0.013 -0.004 0.016
H 3.5877 2.8674 -1.1866 0.009 -0.005 0.004
H 2.2323 4.9300 -1.0825 -0.004 0.002 0.005
H 0.0310 4.8833 0.0680 -0.002 -0.005 0.002
H -0.8156 2.8000 1.0297 0.011 0.004 -0.001
Br -2.5347 -0.2283 0.4896 0.029 0.055 -0.075
C -3.2140 -0.1615 2.2669 0.110 0.002 0.009
C -4.5706 -0.1832 2.4028 -0.064 0.024 0.220
C -5.1331 -0.1006 3.6962 0.005 -0.016 -0.203
C -4.3171 0.0157 4.7801 0.070 0.009 0.086
C -2.9065 0.0415 4.6417 -0.008 0.003 0.035
C -2.0751 0.1814 5.7814 -0.104 0.003 0.000
C -0.7198 0.2052 5.6416 0.126 -0.013 -0.113
C -0.1285 0.0673 4.3669 -0.061 -0.041 0.149
C -0.8693 -0.0766 3.2070 -0.324 -0.170 0.221
C -2.3064 -0.0668 3.3571 -0.045 0.022 -0.059
H -5.1977 -0.2549 1.5251 -0.038 -0.002 0.024
H -6.2084 -0.1216 3.8196 -0.001 0.000 -0.041
H -4.7403 0.0933 5.7756 0.025 0.001 0.002
H -2.5372 0.2712 6.7582 -0.014 -0.001 -0.016
H -0.0910 0.3177 6.5177 0.031 -0.009 -0.026
H 0.9511 0.0550 4.2921 0.006 0.011 0.043
O 2.5647 -0.8764 -1.1910 -0.136 0.095 0.165
S 0.9629 -1.3079 -1.3968 0.464 -0.481 0.128
O 1.0781 -2.3986 -2.3105 -0.020 -0.031 0.009
O 0.5627 -1.7396 -0.0355 -0.015 0.100 -0.162
O 0.3175 -0.1134 -1.8372 -0.280 0.239 -0.184
```
Positions in Å, forces in eV/Å.

2S+1: 5
relative energy (zero: lowest compared OMol25 entry of this formula, charge and spin): 3.59 kcal per mole
charge: -1
gap between HOMO and LUMO (alpha / beta): 4.11 / 7.67 eV
HOMO level (alpha / beta): -1.6 / -5.6 eV

No. 2
Molecular formula: CH5BrN3O
Method: DFT, ωB97M-V/def2-TZVPD

```
11
Properties=species:S:1:pos:R:3:forces:R:3
C -0.8746 -1.0513 -0.0321 1.732 0.773 -1.679
N -1.6107 -0.9869 1.0025 -0.909 0.026 1.194
N -0.0108 0.9068 -0.2393 -1.454 -1.003 0.869
N 1.1269 0.9388 -0.8495 0.466 -0.077 -0.060
O -0.4045 -1.6135 -0.9145 -0.271 -0.148 0.284
Br 2.9756 0.0747 0.3224 -0.365 0.132 -0.272
H -1.7860 -0.1389 1.5284 0.170 -0.088 -0.208
H -2.0684 -1.8473 1.3118 0.107 0.230 -0.124
H -0.1101 1.5840 0.5146 0.433 0.297 -0.280
H 1.5797 1.8466 -1.0050 -0.057 -0.335 0.059
H 1.1827 0.2869 -1.6394 0.148 0.193 0.216
```
Positions in Å, forces in eV/Å.

relative energy (zero: lowest compared OMol25 entry of this formula, charge and spin): 33.76 kcal per mole
charge: +1
gap between HOMO and LUMO (alpha / beta): 8.14 / 8.39 eV
HOMO level (alpha / beta): -13.9 / -14.0 eV

No. 3
Molecular formula: C28H32BHfN11OS6
Method: DFT, ωB97M-V/def2-TZVPD

```
80
Properties=species:S:1:pos:R:3:forces:R:3
Hf -0.1587 -1.0194 1.1127 0.590 0.815 -0.432
C -1.4515 -3.3128 -1.7090 1.041 -0.098 -0.865
C -0.2294 -3.5487 -0.8461 -1.642 -0.095 -0.585
C 0.2782 -4.7524 -0.3522 -0.541 -2.026 -0.235
C 1.3396 -4.4065 0.4367 0.566 0.778 -0.221
N 1.4851 -3.0488 0.3858 0.119 0.052 0.110
N 0.4935 -2.5198 -0.4204 0.107 -0.252 0.503
B 2.7758 -2.2268 0.7167 0.175 0.413 0.250
N 2.7597 -1.8859 2.2478 0.393 0.400 -0.201
C 3.7468 -1.7002 3.1636 -0.104 -0.998 -0.653
C 3.2335 -0.9995 4.2113 0.271 -0.095 0.918
C 1.9103 -0.7185 3.8714 -0.452 0.625 0.923
C 0.8695 -0.0137 4.7037 0.799 -0.125 0.650
N 1.6381 -1.2035 2.6752 -0.160 -0.795 -0.896
N 2.7336 -0.8287 0.0064 -0.880 -0.805 0.322
C 3.6916 -0.2137 -0.6571 0.629 0.317 -0.791
C 3.2156 1.0060 -1.0828 0.284 -0.083 0.206
C 1.9234 1.0919 -0.5800 0.155 1.254 -0.614
C 1.0606 2.3153 -0.6472 -0.427 0.860 0.060
N 1.6410 -0.0207 0.0720 -0.734 -0.859 0.803
N 3.9760 -2.9747 0.2220 -0.406 0.677 0.705
C 4.0986 -3.7936 -0.8307 0.085 -1.025 -0.600
C 5.4294 -4.0533 -1.0265 -0.339 1.254 0.805
C 6.0708 -3.2338 -0.0504 1.191 0.072 -0.763
C 7.5597 -2.9780 0.1061 -0.566 0.130 -1.811
N 5.1909 -2.5787 0.6594 0.144 0.082 0.817
H -1.6299 -4.1896 -2.3530 0.159 0.298 0.261
H -1.2113 -2.4394 -2.3614 -0.507 -0.575 0.500
H -2.3593 -3.1394 -1.1386 0.055 0.094 0.137
H -0.0896 -5.8101 -0.5598 0.523 1.849 0.328
H 2.0949 -5.0123 0.9195 -0.227 0.077 0.128
H 4.7353 -2.1475 3.0730 -0.477 0.183 -0.327
H 3.7589 -0.8802 5.1545 -0.338 0.384 -0.253
H 0.2609 -0.7418 5.2662 0.042 0.273 -0.391
H 0.2646 0.6366 4.0889 -0.303 0.016 -0.079
H 1.3714 0.6175 5.4614 -0.197 -0.306 -0.407
H 4.6634 -0.6493 -0.8109 -0.022 -0.177 0.076
H 3.7788 1.7373 -1.6139 0.057 0.365 -0.269
H 1.1001 2.8608 -1.6181 0.378 -0.610 0.657
H 1.3747 3.0103 0.1493 0.044 -0.137 -0.277
H -0.0096 2.1545 -0.4968 0.214 -0.371 0.084
H 3.2467 -4.1796 -1.3655 -0.064 0.044 0.012
H 5.8664 -4.5898 -1.8187 0.419 -0.672 -0.572
H 8.0749 -3.9223 0.1433 0.372 -0.300 0.050
H 7.8026 -2.3913 0.9532 -0.022 0.414 1.041
H 7.9634 -2.3961 -0.7727 -0.499 -0.720 0.679
S -3.8942 -3.3790 1.6146 -0.117 -0.524 0.353
C -2.6239 -2.3871 1.6531 -0.359 0.300 -0.204
S -2.5951 -1.0558 0.4834 0.617 0.259 0.010
S -1.2512 -2.4694 2.7591 0.000 -0.572 0.076
C -2.7034 0.6748 3.7027 0.088 -0.836 -0.545
N -2.4753 1.7856 2.7896 -0.960 -0.521 0.662
C -3.4461 2.8668 2.9062 -0.244 0.368 -1.870
C -1.5678 1.7430 1.8901 1.516 1.060 -0.784
O -0.6114 0.9043 1.8293 -0.418 0.107 -0.129
H -2.7105 1.1006 4.6862 -0.036 -0.129 0.707
H -1.9116 -0.0953 3.5798 -0.690 0.642 0.244
H -3.6874 0.2291 3.4561 0.505 0.178 0.237
H -4.4240 2.5372 2.5172 0.342 0.019 0.291
H -3.1355 3.7432 2.3031 -0.040 -0.527 0.386
H -3.5367 3.1525 3.9260 -0.037 0.206 0.835
H -1.5629 2.6084 1.2070 0.082 -0.367 0.029
S -6.0618 1.3426 -4.0301 -0.501 -0.196 -0.162
C -4.5391 1.3780 -3.5205 1.553 -0.371 0.429
S -3.6003 0.0184 -2.8974 0.495 0.558 -0.363
C -2.0904 0.9658 -2.9511 -0.810 1.390 0.079
N -2.3554 2.3120 -3.2952 -0.134 -2.280 0.466
N -3.6397 2.4609 -3.5335 -0.697 1.620 -0.488
C -4.1236 3.8343 -3.8141 0.832 -0.589 -0.217
C -5.2968 4.2435 -3.2314 -0.420 0.711 -0.556
C -5.7987 5.5129 -3.5262 0.540 -0.702 0.726
C -5.0606 6.3553 -4.3245 -0.653 0.382 -0.213
C -3.8851 5.9462 -4.9053 1.418 0.210 -0.415
C -3.3858 4.6876 -4.6469 -0.265 -1.113 0.491
S -0.5950 0.4223 -2.5040 -0.510 -0.065 -0.375
H -5.8919 3.5823 -2.6538 -0.187 -0.384 0.590
H -6.7097 5.8057 -3.0286 -0.139 0.238 -0.216
H -5.4306 7.3328 -4.5453 -0.176 0.507 -0.033
H -3.2722 6.6247 -5.5237 -0.607 -0.365 0.314
H -2.4648 4.3059 -5.0600 0.112 0.186 -0.137
```
Positions in Å, forces in eV/Å.

2S+1: 2
relative energy (zero: lowest compared OMol25 entry of this formula, charge and spin): 24.91 kcal per mole
charge: +1
gap between HOMO and LUMO (alpha / beta): 7.71 / 5.62 eV
HOMO level (alpha / beta): -10.5 / -10.5 eV

No. 4
Molecular formula: C4H7N6
Method: DFT, ωB97M-V/def2-TZVPD

```
17
Properties=species:S:1:pos:R:3:forces:R:3
N 1.1893 -1.3085 -1.7150 0.208 0.140 0.225
C -0.1846 -1.6784 -1.8344 0.148 -0.139 -0.127
C -1.0514 -1.1787 -0.7238 -0.379 -0.292 -0.533
N -0.6710 -0.5106 0.2574 0.231 0.284 0.183
C -0.0140 -0.0532 1.2262 0.136 -0.228 0.586
N 0.0840 1.2517 1.5602 -0.403 1.474 -0.628
C -0.3850 2.4398 1.0083 0.215 -0.529 0.226
N -0.0681 3.4011 1.8011 -0.697 0.588 -1.153
N 0.5871 2.8539 2.8442 0.430 0.510 0.872
N 0.6909 1.6287 2.7400 0.566 -1.850 0.538
H 1.7507 -1.9902 -1.2221 -0.031 0.006 -0.082
H 1.6258 -1.1083 -2.6026 -0.024 0.019 0.010
H -0.3713 -2.7694 -1.8150 -0.055 0.138 -0.080
H -0.6165 -1.3279 -2.7799 -0.050 -0.038 0.150
H -2.1044 -1.4489 -0.7792 -0.081 -0.033 0.150
H 0.4524 -0.7194 1.9512 -0.058 -0.055 -0.064
H -0.9138 2.5183 0.0832 -0.156 0.007 -0.273
```
Positions in Å, forces in eV/Å.

relative energy (zero: lowest compared OMol25 entry of this formula, charge and spin): 48.18 kcal per mole
charge: +1
gap between HOMO and LUMO: 9.20 eV
structure (SMILES): NC/C=N\C=[N+]1/C=NN=N1
HOMO level: -14.4 eV

No. 5
Molecular formula: C28H35IrN5P2
Method: DFT, ωB97M-V/def2-TZVPD

```
71
Properties=species:S:1:pos:R:3:forces:R:3
Ir -1.9563 0.5730 0.2479 -1.522 -3.472 4.610
C -1.1277 -0.4927 4.6413 1.252 1.837 -0.632
C -0.4403 0.0024 3.5919 -1.518 0.602 1.373
C 0.6302 -0.6439 2.8305 1.361 0.268 -1.334
C 0.5212 -1.7320 1.7044 0.711 -1.082 1.344
C -0.8128 -2.3967 1.6170 -0.152 0.064 0.050
C -1.5208 -2.6610 2.7414 -0.027 -0.700 -0.398
C -0.9118 -2.9363 4.1101 -0.290 -0.315 0.037
C -1.1244 -1.8751 5.1665 -0.843 0.859 0.191
C -3.7964 0.4772 1.1607 -1.148 -0.630 0.547
H -1.6416 0.2701 5.2243 -0.246 -0.303 -0.012
H -0.4401 1.1120 3.4291 -0.569 -1.041 0.258
H 1.4061 -0.9908 3.5215 -0.018 0.207 -0.006
H 0.9977 0.2643 2.3220 0.458 -0.740 0.243
H 0.8704 -1.2973 0.7648 -0.275 -0.313 0.115
H 1.2623 -2.5367 1.9660 -0.272 0.724 -0.382
H -1.0386 -2.8105 0.6142 -0.780 0.724 0.597
H -2.5910 -2.8386 2.6878 0.072 -0.563 -0.270
H 0.1601 -3.1848 4.0121 -0.471 0.127 -0.032
H -1.4340 -3.8154 4.5603 0.532 0.215 -0.868
H -2.1124 -1.9088 5.6444 0.126 -0.781 -0.041
H -0.4059 -2.0204 5.9708 0.126 0.193 0.131
H -4.0776 0.7643 2.1707 0.747 0.171 0.297
H -4.2259 -0.5081 1.0074 -0.201 -0.035 -0.370
H -4.1888 1.2763 0.5335 -0.574 -0.065 -0.520
P -1.2484 -0.3805 -1.4392 1.544 -0.756 -4.671
P 1.0386 1.9212 0.3818 4.034 0.591 -0.705
N -1.2169 -2.1483 -2.0761 -0.015 -0.510 0.097
N -1.6905 0.3421 -2.9356 -0.008 0.119 -0.321
N 2.5800 0.9926 0.3132 -0.441 0.400 -0.848
N 2.1352 3.5503 -0.0130 -1.025 0.503 -0.028
C 0.5068 0.0826 -1.5506 0.636 -1.411 -0.872
C 0.6483 1.5933 -1.3750 -0.373 0.672 -0.492
C -2.1327 -3.1270 -1.7230 1.522 1.488 -0.363
C -1.6986 -4.3782 -2.1774 2.391 -0.432 -1.472
C -0.5043 -4.1585 -2.9304 -1.707 -0.722 1.108
C -0.2501 -2.7806 -2.8770 -0.662 0.751 0.728
C -2.9490 0.8914 -3.1981 -0.100 -0.926 -1.479
C -3.2336 0.7327 -4.5464 0.359 0.099 0.835
C -2.0794 0.1536 -5.1671 0.547 -0.132 1.211
C -1.1443 -0.0534 -4.1648 -1.070 -0.081 -0.813
C 3.1457 0.0854 1.1850 0.379 -0.638 0.459
C 4.2913 -0.4429 0.6592 -0.504 0.636 0.579
C 4.5596 0.2640 -0.5274 -0.560 0.128 -0.962
C 3.4545 1.0358 -0.8017 0.597 -0.652 1.155
C 3.5034 3.7757 -0.1458 -1.195 -0.861 0.313
C 3.7433 5.1001 -0.5166 -2.235 1.581 -0.103
C 2.4786 5.7395 -0.5570 2.740 -0.187 -0.282
C 1.5213 4.7736 -0.2790 0.463 -2.196 0.736
H 0.8641 -0.2430 -2.5448 0.079 0.423 0.379
H 1.1032 -0.5108 -0.8444 -0.100 0.317 -0.176
H 1.3790 2.0428 -2.0641 -0.157 -0.380 0.356
H -0.2998 2.1089 -1.5845 0.219 -0.138 -0.080
H -3.0198 -2.8578 -1.2076 -0.575 0.113 0.526
H -2.1155 -5.3386 -1.9354 -0.316 -0.032 -0.124
H 0.1319 -4.8962 -3.4161 -0.334 0.221 0.104
H 0.5467 -2.2271 -3.3672 -0.197 -0.199 0.331
H -3.4910 1.3756 -2.4214 -0.436 0.066 0.418
H -4.1643 0.9761 -5.0436 0.230 0.239 0.144
H -1.9337 -0.0938 -6.2115 -0.063 0.176 0.170
H -0.1501 -0.4505 -4.2678 -0.023 0.071 0.066
H 2.7576 -0.1436 2.1554 -0.164 0.118 -0.120
H 4.8108 -1.2668 1.0937 0.568 -0.015 0.273
H 5.4714 0.2486 -1.1106 -0.281 -0.309 -0.176
H 3.2523 1.5903 -1.6756 -0.132 0.580 -0.516
H 4.2529 3.0174 -0.0031 -0.165 -0.163 0.271
H 4.7054 5.5215 -0.7103 0.292 0.206 0.000
H 2.2969 6.7702 -0.7543 -0.149 0.444 -0.159
H 0.4560 4.8503 -0.2317 -0.495 0.143 0.008
N -2.3552 3.4798 0.0781 0.912 -0.878 0.396
C -1.9594 2.3921 0.2882 -0.510 5.577 -0.830
```
Positions in Å, forces in eV/Å.

2S+1: 6
charge: +2
gap between HOMO and LUMO (alpha / beta): 7.01 / 4.27 eV
HOMO level (alpha / beta): -13.0 / -13.5 eV